The ion C9H17N2 with charge +1 at a distorted geometry, computed with ωB97M-V/def2-TZVPD.

Calculated values
Frontier orbital gap   9.06 eV
Total charge   +1
Calculated total energy   -462.346879 a.u.
Lowest unoccupied orbital energy   -3.55 eV
SMILES string   CC/C=C1\[NH+]=CN(C)C1(C)C
E_HOMO   -0.4635 Eh
Spin multiplicity   1

Last columns: bonded neighbours and bond lengths (Å).
Geometry (Å):
1 H -3.7899 0.4589 -1.6251  C15 1.052
2 H 1.3291 0.0953 -1.9519  C18 1.017
3 C -2.8836 -0.3503 0.1903  H9 1.057, C11 1.539, C15 1.533, H25 1.021
4 H 2.0637 0.9307 1.8923  C22 1.119
5 H 3.8978 -0.8088 0.9704  C14 1.164
6 C 1.0429 0.4503 0.0409  C18 1.559, C22 1.512, C23 1.550, N28 1.443
7 H -1.6423 1.6391 0.0718  C11 1.133
8 H 0.4306 1.6647 1.8228  C22 1.109
9 H -2.7071 -1.3475 -0.1115  C3 1.057
10 H -0.9452 -2.0741 0.4991  N16 0.951
11 C -1.6076 0.5071 0.1155  C3 1.539, H7 1.133, C23 1.326
12 H 3.5014 -0.0366 -0.6662  C14 1.032
13 H 2.3822 1.4306 -1.3537  C18 1.119
14 C 3.2715 -0.8000 -0.0109  H5 1.164, H12 1.032, H27 1.116, N28 1.458
15 C -4.0507 0.1954 -0.6408  H1 1.052, C3 1.533, H24 1.102, H26 1.241
16 N -0.2249 -1.4765 0.3318  H10 0.951, C19 1.362, C23 1.435
17 H 1.4470 -2.8157 0.5821  C19 1.099
18 C 1.3742 0.9476 -1.3987  H2 1.017, C6 1.559, H13 1.119, H21 1.049
19 C 1.0990 -1.7916 0.3850  N16 1.362, H17 1.099, N28 1.312
20 H 1.5870 2.3836 0.8159  C22 1.111
21 H 0.6094 1.6187 -1.6549  C18 1.049
22 C 1.3057 1.3809 1.2032  H4 1.119, C6 1.512, H8 1.109, H20 1.111
23 C -0.4153 -0.0722 0.1057  C6 1.550, C11 1.326, N16 1.435
24 H -4.8483 -0.5378 -0.4414  C15 1.102
25 H -3.1640 -0.3596 1.1721  C3 1.021
26 H -4.4849 1.2918 -0.2529  C15 1.241
27 H 3.5733 -1.8059 -0.3886  C14 1.116
28 N 1.8491 -0.7182 0.2978  C6 1.443, C14 1.458, C19 1.312